Entry 1:
CH4F2N2 in the gas phase in a non-equilibrium geometry. Source: the Open Molecules 2025 dataset; level of theory: ωB97M-V/def2-TZVPD.

Last column: natural (NBO) charge in e.
Cartesian coordinates (Å):
N: -0.6376 -1.0581 0.4268  -0.857
C: 0.1198 -0.1080 -0.2615  0.898
N: 0.2394 1.1543 0.4548  -0.833
F: -0.3725 0.2415 -1.5683  -0.379
F: 1.3471 -0.7581 -0.5702  -0.372
H: -1.0875 -1.6860 -0.1856  0.390
H: -1.2136 -0.7108 1.1926  0.400
H: 0.5263 1.7747 -0.4144  0.381
H: 1.0786 1.1505 0.9258  0.370

Values from the calculation:
Lowest unoccupied orbital energy, eV: 1.01
Structure (SMILES): NC(N)(F)F
Spin multiplicity: 1
Energy above the lowest of the compared OMol25 structures with the same formula, charge and spin, kcal/mol: 8.6
Highest occupied orbital energy, eV: -10.74

=====

Entry 2:
C5H7N in the gas phase in a non-equilibrium geometry. Source: the Open Molecules 2025 dataset; level of theory: ωB97M-V/def2-TZVPD.

Last column: natural (NBO) charge in e.
Cartesian coordinates (Å):
H: -3.6759 -0.4495 0.1105  0.350
N: -3.0656 0.2882 0.0126  -0.652
C: -1.8351 0.1832 -0.0272  0.317
C: -0.7923 1.1624 -0.1170  -0.312
C: 0.2456 0.3260 -0.0814  0.131
C: 1.7380 0.4470 0.0278  -0.685
C: -0.7904 -0.9769 0.0804  -0.490
H: -0.8364 2.1923 -0.0246  0.205
H: 2.0295 0.9767 -0.9406  0.239
H: 2.4078 -0.3832 0.2580  0.238
H: 1.9329 1.2426 0.7290  0.234
H: -0.6983 -1.7369 -0.6422  0.214
H: -0.7892 -1.2140 1.1284  0.211

Values from the calculation:
Lowest unoccupied orbital energy, eV: 0.91
Structure (SMILES): [H]/N=C1/C=C(C)C1
Spin multiplicity: 1
Energy above the lowest of the compared OMol25 structures with the same formula, charge and spin, kcal/mol: 58.1
Highest occupied orbital energy, eV: -9.12

=====

Entry 3:
9 unconnected molecules or ions with the total composition C36H58N8O3 in a non-equilibrium geometry. Source: the Open Molecules 2025 dataset; level of theory: ωB97M-V/def2-TZVPD.

Last column: Mulliken charge in e.
Cartesian coordinates (Å):
O: -4.4928 -29.0606 -4.8097  -0.619
C: -4.2365 -27.9425 -5.2723  0.492
O: -5.0696 -26.9164 -5.0985  0.144
C: -4.6634 -25.8655 -5.9740  -0.013
C: -3.1846 -26.0020 -5.7987  0.493
O: -3.0782 -27.4373 -5.6885  -0.429
H: -5.0986 -26.0897 -6.9479  -0.164
H: -4.9877 -24.8875 -5.6182  0.273
H: -2.8391 -25.7400 -4.7986  -0.163
H: -2.5345 -25.5718 -6.5606  -0.188
C: -9.5182 -24.0815 -6.0230  -0.335
C: -10.5271 -23.3416 -6.7150  -0.637
C: -10.5154 -23.3772 -8.1143  -0.134
N: -9.6030 -24.0330 -8.7983  -0.581
C: -8.5983 -24.6677 -8.1063  -0.552
C: -8.5614 -24.8127 -6.7079  -0.006
H: -9.6179 -24.0715 -4.9476  0.399
H: -11.3730 -22.8373 -6.2719  0.376
H: -11.3577 -22.8130 -8.4869  0.317
H: -7.9959 -25.2083 -8.8213  0.532
H: -7.7845 -25.5038 -6.4162  0.590
C: 0.3514 -24.8394 -5.1214  -0.261
C: 0.8888 -25.8208 -4.0413  -0.869
C: 2.3885 -26.2579 -4.1122  -0.500
C: 2.6610 -26.8012 -5.4788  0.266
N: 2.9378 -27.2352 -6.5501  -0.461
H: 0.6063 -25.0316 -6.1636  0.597
H: 0.6995 -23.8678 -4.7709  0.195
H: -0.7101 -24.6977 -4.9183  -0.347
H: 0.3311 -26.7559 -3.9908  0.326
H: 0.5734 -25.4334 -3.0726  0.414
H: 2.6217 -27.0096 -3.3582  0.354
H: 3.0698 -25.4547 -3.8312  0.292
C: -7.0931 -27.7108 -2.5295  -0.746
C: -8.5406 -27.4159 -2.2047  -0.829
C: -9.5750 -27.1096 -3.3846  -0.120
C: -9.4635 -28.0123 -4.4873  0.388
N: -9.4422 -28.7395 -5.3821  -0.549
H: -6.6553 -26.9084 -3.1234  0.016
H: -6.9111 -28.6306 -3.0853  0.324
H: -6.5650 -27.7155 -1.5760  0.415
H: -8.4890 -26.6878 -1.3952  0.444
H: -8.8822 -28.3296 -1.7182  0.404
H: -9.6526 -26.0373 -3.5642  -0.070
H: -10.6100 -27.3326 -3.1257  0.355
C: -5.1231 -23.4314 -0.0583  -1.129
C: -4.9644 -22.3934 -1.3362  -0.174
C: -5.3290 -23.0618 -2.6721  0.259
C: -6.7023 -23.6659 -2.7887  0.018
N: -7.7651 -24.1044 -2.9044  -0.443
H: -4.2796 -24.1217 -0.0531  0.299
H: -6.0939 -23.9257 -0.0212  0.323
H: -5.0506 -22.8212 0.8419  0.373
H: -3.9514 -21.9982 -1.4129  -0.290
H: -5.4978 -21.4890 -1.0436  0.414
H: -4.6018 -23.8352 -2.9198  -0.092
H: -5.2036 -22.3197 -3.4605  0.443
C: 0.5414 -20.0209 -1.9858  -1.388
C: -0.3734 -20.6037 -3.0199  -0.252
C: -1.0959 -21.8596 -2.4489  -0.284
C: -1.9201 -22.4483 -3.4057  0.060
N: -2.5988 -22.9517 -4.2178  -0.318
H: 1.1369 -20.8712 -1.6536  0.324
H: 0.0620 -19.6516 -1.0792  0.339
H: 1.2405 -19.2957 -2.4024  0.379
H: 0.1665 -20.9391 -3.9054  0.210
H: -1.0928 -19.9166 -3.4652  0.443
H: -1.7953 -21.5400 -1.6764  0.237
H: -0.3350 -22.5647 -2.1143  0.337
C: -1.8989 -30.3994 -1.7947  -1.239
C: -3.2828 -29.8871 -1.5930  0.038
C: -4.4376 -30.9528 -2.0470  0.036
C: -4.3290 -32.3310 -1.3939  -0.013
N: -4.2551 -33.3934 -0.8770  -0.492
H: -1.6309 -31.3735 -1.3857  0.364
H: -1.1570 -29.6913 -1.4254  0.325
H: -1.7641 -30.4291 -2.8759  0.307
H: -3.4640 -28.9643 -2.1440  -0.053
H: -3.5283 -29.4803 -0.6120  0.388
H: -4.2828 -31.2004 -3.0972  0.173
H: -5.4805 -30.7711 -1.7871  0.197
C: -2.5590 -21.8602 -9.8659  -1.380
C: -2.3458 -22.8783 -8.7308  -0.512
C: -0.9472 -23.1281 -7.9954  0.463
C: -0.6776 -22.0286 -7.0669  0.327
N: -0.5096 -21.0809 -6.4035  -0.499
H: -2.4744 -20.8359 -9.5030  0.333
H: -3.5150 -21.9260 -10.3856  0.382
H: -1.8938 -21.9525 -10.7245  0.339
H: -2.6312 -23.8624 -9.1028  0.421
H: -3.0222 -22.6102 -7.9192  0.269
H: -0.1155 -23.2847 -8.6822  0.417
H: -0.8977 -24.0773 -7.4619  -0.536
C: -7.0674 -30.8991 -9.5746  -1.200
C: -6.5019 -30.4510 -8.3069  -0.438
C: -6.8080 -29.0146 -8.0364  0.299
C: -6.0848 -27.9576 -8.7386  0.223
N: -5.5157 -27.1460 -9.3130  -0.563
H: -6.3008 -31.5368 -10.0146  0.306
H: -7.2150 -30.0517 -10.2440  0.325
H: -7.9920 -31.4764 -9.5774  0.311
H: -5.4355 -30.6693 -8.2502  0.287
H: -6.7555 -30.9732 -7.3843  0.447
H: -6.4990 -28.7349 -7.0293  -0.373
H: -7.8649 -28.7676 -8.1365  0.402

Values from the calculation:
Lowest unoccupied orbital energy, eV: -0.12
Structure (SMILES): O=C1OCCO1.c1ccncc1.CCCC#N.CCCC#N.CCCC#N.CCCC#N.CCCC#N.CCCC#N.CCCC#N
Spin multiplicity: 1
Energy above the lowest of the compared OMol25 structures with the same formula, charge and spin, kcal/mol: 24.5
Highest occupied orbital energy, eV: -9.53

=====

Entry 4:
6 unconnected molecules or ions with the total composition CH13N2O4 in a non-equilibrium geometry. Source: the Open Molecules 2025 dataset; level of theory: ωB97M-V/def2-TZVPD.

Last column: natural (NBO) charge in e.
Cartesian coordinates (Å):
N: 0.4312 -1.3754 1.5916  -0.533
C: 0.6442 -0.0744 1.1929  -0.158
N: -0.4524 0.7082 0.5593  -0.431
H: -0.2089 -1.8903 0.9721  0.448
H: 0.2215 -1.3741 2.5901  0.428
H: 1.0860 0.5873 1.9447  0.305
H: 1.3767 -0.0994 0.3299  0.420
H: -0.6574 -0.9241 -1.0820  0.413
H: 2.2076 1.2809 -0.3234  0.486
H: 1.3405 0.8420 -2.3496  0.492
O: 1.1589 0.7823 -1.3889  -0.913
H: -1.5956 -0.5482 -1.4690  0.324
H: -0.2744 0.9049 -0.4418  0.439
O: -2.3017 0.0718 -1.7248  -0.802
H: -2.4037 0.2536 -2.6748  0.511
H: -2.6913 -1.9158 0.4667  0.514
O: -1.7978 -1.5364 0.3208  -0.928
H: -1.1957 -0.0171 0.5951  0.423
H: 2.5551 2.6435 0.3717  0.491
O: 2.5572 1.6808 0.5192  -0.927

Values from the calculation:
Lowest unoccupied orbital energy, eV: -9.39
Net charge: +1
Spin multiplicity: 1
Energy above the lowest of the compared OMol25 structures with the same formula, charge and spin, kcal/mol: 329.8
Highest occupied orbital energy, eV: -14.86

=====

Entry 5:
A molecular structure, C32H27CoIN2O2Si in a non-equilibrium geometry. Source: the Open Molecules 2025 dataset; level of theory: ωB97M-V/def2-TZVPD.

Last column: natural (NBO) charge in e.
Cartesian coordinates (Å):
Co: -0.5488 0.3856 0.3974  0.673
C: 1.7982 -3.4417 0.5730  -0.635
C: 0.3865 -3.5038 1.0577  0.169
N: -0.0423 -4.6835 1.4897  -0.388
C: -1.3018 -4.8149 1.8761  -0.014
C: -2.2367 -3.8008 1.8097  -0.059
C: -3.6794 -4.0861 2.1345  -0.093
O: -4.5107 -3.9373 0.9959  -0.720
C: -1.8161 -2.5118 1.3813  -0.153
C: -2.7325 -1.4623 1.2441  0.163
N: -2.4698 -0.1586 1.0539  -0.597
C: -3.5088 0.7196 1.1798  0.191
C: -4.7708 0.4002 1.7470  -0.236
C: -5.8030 1.3063 1.7931  -0.197
C: -5.6563 2.5965 1.2983  -0.208
C: -4.4158 2.9812 0.8188  -0.231
C: -3.3902 2.0640 0.7885  -0.182
I: -1.4496 2.7048 0.1655  0.337
C: -0.4243 -2.3524 1.0585  0.371
O: 0.0632 -1.1849 0.7456  -0.757
H: 2.1491 -4.4508 0.3767  0.228
H: 2.4397 -2.9859 1.3259  0.232
H: 1.8651 -2.8374 -0.3301  0.226
H: -1.5807 -5.7896 2.2564  0.189
H: -4.0688 -3.3872 2.8834  0.183
H: -3.7749 -5.1082 2.5305  0.180
H: -4.1311 -4.4687 0.2871  0.473
H: -3.7710 -1.7638 1.2562  0.199
H: -4.9364 -0.5760 2.1747  0.215
H: -6.7447 1.0018 2.2253  0.221
H: -6.4732 3.2989 1.3117  0.223
H: -4.2374 3.9870 0.4711  0.226
C: 5.3917 -1.0740 0.9660  -0.212
C: 4.2687 -1.0289 1.7741  -0.214
C: 3.1075 -0.4343 1.3111  -0.200
C: 3.0453 0.1150 0.0363  -0.487
C: 4.1817 0.0673 -0.7651  -0.140
C: 5.3442 -0.5222 -0.3030  -0.236
Si: 1.4793 1.0121 -0.5829  1.158
C: 1.9083 2.8789 -0.4585  -0.496
C: 2.2392 3.6362 -1.5772  -0.220
C: 2.5020 4.9916 -1.4662  -0.201
C: 2.4402 5.6168 -0.2325  -0.220
C: 2.1277 4.8742 0.8936  -0.223
C: 1.8704 3.5208 0.7782  -0.162
C: 0.9995 0.5886 -2.3850  -0.488
C: 0.0482 1.3596 -3.0520  -0.149
C: -0.4076 1.0021 -4.3057  -0.236
C: 0.0953 -0.1285 -4.9279  -0.217
C: 1.0664 -0.8851 -4.2931  -0.199
C: 1.5062 -0.5370 -3.0290  -0.217
H: 6.3040 -1.5227 1.3325  0.210
H: 4.2963 -1.4629 2.7643  0.209
H: 2.2280 -0.4097 1.9398  0.220
H: 4.1585 0.5064 -1.7514  0.199
H: 6.2216 -0.5478 -0.9316  0.209
H: 2.2932 3.1629 -2.5474  0.215
H: 2.7529 5.5653 -2.3466  0.209
H: 2.6337 6.6767 -0.1476  0.211
H: 2.0769 5.3516 1.8617  0.209
H: 1.6361 2.9466 1.6640  0.203
H: -0.3379 2.2559 -2.5851  0.194
H: -1.1636 1.6002 -4.7924  0.208
H: -0.2694 -0.4177 -5.9017  0.210
H: 1.4743 -1.7572 -4.7824  0.209
H: 2.2546 -1.1407 -2.5347  0.214

Values from the calculation:
Lowest unoccupied orbital energy (spin up / spin down), eV: -1.04 / -1.13
Spin multiplicity: 2
⟨S²⟩: 0.855
Highest occupied orbital energy (spin up / spin down), eV: -7.83 / -7.50

=====

Entry 6:
2 unconnected molecules or ions with the total composition C3H10NO2. Source: the Open Molecules 2025 dataset; level of theory: ωB97M-V/def2-TZVPD.

Last column: natural (NBO) charge in e.
Cartesian coordinates (Å):
N: -0.9799 -1.0742 -0.2827  -0.943
C: -1.8340 -0.4730 0.8597  0.147
O: -2.6138 -1.3549 1.4469  -0.930
H: -1.5821 -1.1039 -1.1008  0.341
H: -0.9224 -2.0480 0.0084  0.358
H: -1.0785 0.0148 1.5253  0.060
H: -2.3603 0.3794 0.3466  0.043
C: 1.7025 0.7792 -1.1343  -0.056
O: 1.6650 -0.2074 -0.1403  -0.787
C: 1.8618 2.1753 -0.5325  -0.630
H: 2.5555 0.5737 -1.7960  0.136
H: 0.7996 0.7225 -1.7474  0.159
H: 0.7178 -0.5144 -0.0927  0.513
H: 2.8771 2.3181 -0.1652  0.190
H: 1.6358 2.9505 -1.2648  0.186
H: 1.1745 2.2723 0.3051  0.215

Values from the calculation:
Lowest unoccupied orbital energy, eV: 3.89
Net charge: -1
Spin multiplicity: 1
Energy above the lowest of the compared OMol25 structures with the same formula, charge and spin, kcal/mol: 16.2
Highest occupied orbital energy, eV: -2.73

=====

Entry 7:
A gas-phase ion, C10H20NO3 (charge +1) in a non-equilibrium geometry. Source: the Open Molecules 2025 dataset; level of theory: ωB97M-V/def2-TZVPD.

Last column: natural (NBO) charge in e.
Cartesian coordinates (Å):
C: -4.2973 1.1442 1.9988  -0.267
C: -3.1138 0.5232 1.7651  -0.047
C: -2.1660 1.0099 0.7641  0.630
C: 1.0203 -1.9406 0.5390  -0.622
C: 1.3883 -1.3625 -1.8010  -0.634
C: -0.8953 -2.0923 -1.1230  -0.599
C: 1.4866 1.8720 -1.1253  -0.431
C: 1.0953 1.6003 1.3542  -0.454
C: 0.3471 -1.2805 -0.6878  -0.144
C: -0.1004 0.1796 -0.4728  0.805
N: 1.1981 0.9543 -0.0198  -0.442
O: -2.3821 1.8668 -0.1237  -0.610
O: -0.5710 0.8335 -1.4968  -0.750
O: -1.0193 0.2644 0.7522  -0.572
H: -5.0583 0.5417 2.3887  0.194
H: -4.5467 1.9324 1.2614  0.205
H: -2.7686 -0.3255 2.4556  0.221
H: 0.4693 -1.5405 1.4232  0.224
H: 0.8966 -3.0250 0.5419  0.257
H: 2.0944 -1.6320 0.6658  0.199
H: 1.1831 -0.7094 -2.6366  0.226
H: 2.4339 -1.2202 -1.5478  0.211
H: 1.3499 -2.3669 -2.1730  0.249
H: -1.4097 -1.5184 -1.8991  0.232
H: -0.6072 -3.0624 -1.6381  0.231
H: -1.5338 -2.3156 -0.3503  0.218
H: 2.5680 2.3971 -1.0654  0.238
H: 1.5321 1.1968 -2.0152  0.250
H: 0.8096 2.7616 -1.1588  0.253
H: 0.5735 2.6298 1.3717  0.245
H: 0.4862 1.0773 2.0865  0.256
H: 2.1055 1.7946 1.8206  0.245
H: 1.8747 0.2188 0.0486  0.443
H: -1.4290 1.4306 -1.2001  0.537

Values from the calculation:
Lowest unoccupied orbital energy (spin up / spin down), eV: -2.40 / -6.80
Net charge: +1
Spin multiplicity: 3
⟨S²⟩: 2.007
Energy above the lowest of the compared OMol25 structures with the same formula, charge and spin, kcal/mol: 0.0
Highest occupied orbital energy (spin up / spin down), eV: -10.69 / -14.45

=====

Entry 8:
N2 in the gas phase in a non-equilibrium geometry. Source: the Open Molecules 2025 dataset; level of theory: ωB97M-V/def2-TZVPD.

Last column: natural (NBO) charge in e.
Cartesian coordinates (Å):
N: 0.0000 0.0000 0.5587  0.000
N: 0.0000 0.0000 -0.5587  0.000

Values from the calculation:
Lowest unoccupied orbital energy, eV: 1.71
Structure (SMILES): N#N
Spin multiplicity: 1
Energy above the lowest of the compared OMol25 structures with the same formula, charge and spin, kcal/mol: 1.4
Highest occupied orbital energy, eV: -14.77

=====

In Eh, the electronic energy values for the records above are, in order, -349.7539 -249.3806 -2070.1285 -455.6468 -3465.5397 -325.5289 -673.0655 -109.5504.